The following is a DFT calculation (ωB97M-V with the def2-TZVPD basis set) of a cluster of 2 separate species, C6H12OP in total in a non-equilibrium geometry.

Element x y z (Å)
C 0.4662 -0.3615 -0.8963
C -0.3144 -1.3780 -0.5269
C 1.1324 0.4608 0.1303
C -0.4039 -1.6293 1.0187
C 2.8771 -2.6102 1.8444
C -1.7807 2.5869 -1.1382
O 2.4135 -1.4325 1.5799
P 0.9857 -0.5755 1.6961
H 0.6597 -0.2244 -1.8820
H -0.6664 -1.9892 -1.2458
H 2.1745 0.5883 -0.2329
H 0.7113 1.4473 0.4539
H -1.3140 -1.1530 1.3431
H -0.2949 -2.6516 1.3549
H 2.2117 -3.4443 2.2538
H -1.5160 2.4775 -2.1865
H 3.9294 -2.6813 1.7940
H -1.4665 1.7168 -0.5532
H -2.8167 2.8824 -1.1235
H -1.3845 3.4581 -0.6326

Its total charge is +1. The expectation value of S² is 2.006. Its calculated total energy is -17740.890 eV. The energy above the lowest of the compared OMol25 structures with the same formula, charge and spin is 5.8 kcal per mole. The LUMO energy (spin up / spin down) is -3.72 / -8.43 eV. The frontier orbital gap (spin up / spin down) comes out at 7.91 / 6.11 eV. As for the multiplicity: 3.

The following is a DFT calculation (ωB97M-V with the def2-TZVPD basis set) of a structure of composition C13H22N3O5P3S2 in a non-equilibrium geometry.

Element x y z (Å)
C 3.5903 0.8734 2.3707
C 4.5437 0.7867 1.0938
C 4.2227 2.0807 0.1989
C 3.2831 1.7570 -1.0282
C 1.8105 1.4119 -0.6436
C 0.7515 2.4043 -0.3985
P 1.3011 4.1965 -0.5386
S 1.0369 5.1799 1.1324
C -0.7012 2.0118 -0.0503
P -1.9920 3.3344 0.2648
O -1.7855 4.6690 -0.7544
O -1.8875 3.8750 1.8423
C -1.0773 0.6129 0.0364
P -2.7560 -0.0979 0.3935
N -2.6846 -0.7697 1.8196
O -3.1139 -1.1821 -0.8297
O -4.0064 1.0031 0.4352
C 0.0398 -0.3942 -0.1885
N -0.2234 -1.7458 -0.0871
S 1.2707 -2.4535 -0.3677
N 2.2923 -1.1553 -0.6722
C 1.4684 -0.0598 -0.5222
H 3.6096 1.9327 2.7287
H 2.5456 0.6553 1.9941
H 3.9409 0.1267 3.1261
H 4.4029 -0.1502 0.4985
H 5.6083 0.9002 1.4436
H 5.2231 2.3852 -0.2372
H 3.8833 2.9556 0.8203
H 3.2687 2.6108 -1.7677
H 3.7300 0.8650 -1.5607
H 0.5080 4.8246 -1.5452
H 2.6691 4.2999 -0.9274
H -2.0295 4.4626 -1.6740
H -2.7194 4.3223 2.0893
H -3.4061 -0.3247 2.4039
H -2.3635 -1.0953 -1.4597
H -4.7511 0.5962 -0.0579
C -2.8342 -4.4390 -0.3130
C -2.3513 -5.7134 -0.9537
O -1.1716 -5.9965 -0.9857
C -3.3917 -6.6246 -1.5546
H -1.9810 -3.8832 0.0759
H -3.3453 -3.8215 -1.0536
H -3.5075 -4.6699 0.5148
H -3.9284 -6.1032 -2.3496
H -4.0897 -6.9525 -0.7821
H -2.9023 -7.5016 -1.9795

Its calculated total energy is -78081.055 eV. The energy above the lowest of the compared OMol25 structures with the same formula, charge and spin is 0.0 kcal per mole. The LUMO energy is -1.66 eV. The frontier orbital gap comes out at 6.47 eV.

The following is a DFT calculation (ωB97M-V with the def2-TZVPD basis set) of a cluster of 9 separate species, C31H83N3O17 in total in a non-equilibrium geometry.

Element x y z (Å)
C -2.3353 2.8959 -1.0426
C -2.7065 3.9992 -2.0714
O -1.5464 4.9477 -2.1041
O -2.6397 3.2347 0.3289
H -1.2660 2.7317 -1.1761
H -2.8147 1.9190 -1.1058
H -3.6686 4.4321 -1.7977
H -2.9854 3.6872 -3.0779
H -1.2667 5.1625 -1.2112
H -2.1082 4.0100 0.5242
C 2.3262 -0.4727 5.7904
C 1.0519 -0.8173 5.0158
O -0.0935 -0.0126 5.2892
O 2.1685 -0.8233 7.1577
H 2.4976 0.5639 5.5000
H 3.1230 -1.0594 5.3332
H 0.8209 -1.8170 5.3839
H 1.2877 -0.8336 3.9517
H -0.8993 -0.5064 5.1206
H 1.6953 -0.1381 7.6355
C 2.5232 -3.1954 0.3967
C 2.1860 -4.0163 1.6990
O 3.4074 -4.1436 2.4795
O 3.3113 -2.0773 0.7345
H 1.5717 -2.9557 -0.0780
H 3.0006 -3.7952 -0.3782
H 1.8305 -5.0326 1.5289
H 1.4398 -3.4180 2.2217
H 3.2878 -4.9375 3.0057
H 3.8622 -2.3750 1.4621
C -1.5252 1.2454 -4.8232
C -0.7212 2.5394 -4.9995
O 0.6810 2.2324 -4.8951
O -1.2923 0.5253 -3.6719
H -1.1899 0.5460 -5.5890
H -2.5978 1.4311 -4.8788
H -0.9807 3.2666 -4.2302
H -0.9891 3.0575 -5.9203
H 1.0856 2.9761 -4.4426
H -0.3323 0.5154 -3.6816
C 2.3794 3.7631 -0.8032
C 3.3171 3.7832 -2.0039
O 2.5280 3.8360 -3.1642
O 2.1062 5.0780 -0.3030
H 2.9161 3.2867 0.0172
H 1.5407 3.1353 -1.1041
H 3.9166 2.8730 -2.0152
H 4.1201 4.5162 -2.0803
H 1.9669 4.6129 -3.1074
H 2.9002 5.6160 -0.3439
C 8.7107 4.1273 1.4340
O 7.5779 3.2587 1.4502
C 7.1460 2.9794 0.1019
C 6.3490 1.6375 0.0491
N 5.9787 1.2445 -1.2384
C 5.4834 -0.1523 -1.0056
C 5.1962 -0.8334 -2.4011
O 6.4302 -1.1418 -3.1421
C 7.2538 -2.2126 -2.7475
H 8.5599 5.0350 0.8497
H 9.5360 3.5283 1.0489
H 8.7442 4.4046 2.4875
H 7.8348 3.0387 -0.7409
H 6.4241 3.7500 -0.1685
H 5.4662 1.7390 0.6803
H 6.9175 0.9212 0.6422
H 6.7901 1.1601 -1.8340
H 4.5529 -0.0487 -0.4475
H 6.1609 -0.7824 -0.4294
H 4.6615 -0.0801 -2.9797
H 4.6030 -1.7370 -2.2610
H 6.7690 -3.1860 -2.8218
H 7.8143 -2.0317 -1.8303
H 7.9794 -2.1440 -3.5580
C -6.6950 -6.5240 -3.9421
O -6.4886 -5.2591 -4.4808
C -5.1307 -4.7710 -4.5672
C -4.5471 -4.2385 -3.1790
N -5.3636 -3.1786 -2.7520
C -5.0600 -2.7496 -1.3910
C -3.5800 -2.4380 -0.9729
O -2.7666 -3.5783 -0.7215
C -1.3564 -3.2728 -0.6199
H -5.8724 -7.2322 -4.0418
H -7.6230 -6.8764 -4.3925
H -6.8071 -6.5384 -2.8580
H -5.0321 -3.9678 -5.2973
H -4.4876 -5.5276 -5.0168
H -3.4765 -4.0362 -3.1474
H -4.6709 -5.0334 -2.4436
H -6.3439 -3.4195 -2.7862
H -5.3649 -3.5950 -0.7741
H -5.7524 -1.9501 -1.1275
H -3.5470 -1.7691 -0.1129
H -3.1728 -2.0698 -1.9145
H -0.7625 -4.0898 -0.2101
H -1.0861 -2.4637 0.0587
H -0.9877 -2.9976 -1.6081
C -6.6392 0.2071 2.2034
O -6.6551 -1.1189 2.8647
C -5.5471 -1.9137 2.5431
C -4.1684 -1.1563 2.3276
N -3.7385 -0.2991 3.4313
C -2.7575 0.6548 2.9528
C -2.7178 1.9903 3.7938
O -4.0356 2.4914 4.0332
C -3.9054 3.6888 4.7597
H -6.3935 0.1261 1.1445
H -5.8583 0.8633 2.5875
H -7.5521 0.7651 2.4117
H -5.9205 -2.3627 1.6227
H -5.5307 -2.6637 3.3339
H -4.4085 -0.5227 1.4738
H -3.3991 -1.9089 2.1545
H -4.4987 0.3550 3.5506
H -2.9978 0.9656 1.9361
H -1.7640 0.2074 2.9230
H -2.3014 2.7180 3.0973
H -2.1211 1.9086 4.7022
H -3.4003 4.4486 4.1633
H -3.1743 3.6223 5.5654
H -4.8341 3.8926 5.2928
C 1.1435 1.2664 1.6113
C 0.4738 0.2004 0.8193
C 0.8386 0.0178 -0.6438
O 0.5055 -1.0663 1.3851
H 2.1658 1.4401 1.2754
H 1.1215 1.0545 2.6803
H 0.6138 2.2100 1.4799
H -0.5955 0.3670 0.9491
H 0.7400 0.9280 -1.2352
H 0.1497 -0.6688 -1.1359
H 1.8805 -0.2647 -0.7951
H 1.4265 -1.3341 1.4251

Its calculated total energy is -72759.965 eV. The energy above the lowest of the compared OMol25 structures with the same formula, charge and spin is 80.6 kcal per mole. The LUMO energy is 0.32 eV. The frontier orbital gap comes out at 8.66 eV.

The following is a DFT calculation (ωB97M-V with the def2-TZVPD basis set) of a cluster of 6 separate species, C6H24N12O6 in total in a non-equilibrium geometry.

Element x y z (Å)
C 1.8886 1.8571 3.8317
O 2.6226 1.3027 4.5369
N 2.1080 2.2802 2.6645
N 0.7302 2.1980 4.3161
H 2.9840 2.1544 2.1778
H 1.5014 2.9945 2.2880
H 0.5389 1.6519 5.1440
H 0.0917 2.5294 3.6072
C 0.4609 1.8122 -4.4070
O -0.2177 2.6348 -5.0155
N 1.5780 1.3592 -4.8799
N 0.2191 1.4811 -3.1838
H 1.9952 0.5714 -4.4050
H 1.9124 1.6953 -5.7717
H -0.5684 1.9334 -2.7416
H 1.0418 1.1250 -2.7186
C -4.5144 0.1108 0.3342
O -5.6796 -0.1826 -0.1476
N -3.7606 1.0238 -0.0935
N -4.1194 -0.5174 1.4197
H -4.0889 1.4962 -0.9236
H -3.2117 1.5453 0.5750
H -3.2068 -0.2886 1.7871
H -4.7747 -1.2106 1.7514
C -1.2340 -1.2794 3.5107
O -1.5890 -0.8586 2.4254
N -0.2700 -0.9296 4.2953
N -1.7198 -2.3974 3.9554
H 0.3480 -0.1563 4.0947
H 0.1458 -1.6747 4.8356
H -2.4457 -2.8322 3.4038
H -1.6779 -2.6165 4.9404
C 2.9653 -2.3756 -3.8246
O 4.1125 -2.4564 -3.5765
N 2.0642 -1.6723 -3.2282
N 2.5821 -2.7843 -4.9948
H 2.2075 -1.1167 -2.3970
H 1.1711 -1.7137 -3.6981
H 3.2785 -3.3202 -5.4927
H 1.6569 -2.5374 -5.3160
C 0.7185 0.0852 -0.2570
O 1.3889 0.2378 -1.2571
N -0.4879 -0.2212 -0.3653
N 1.0397 -0.0527 0.9147
H -1.0408 -0.6248 0.3774
H -0.9851 -0.1947 -1.2440
H 0.2566 -0.2038 1.5343
H 1.9840 0.1385 1.2177

Its total charge is -1. The expectation value of S² is 0.750. Its calculated total energy is -36778.997 eV. The energy above the lowest of the compared OMol25 structures with the same formula, charge and spin is 65.2 kcal per mole. The LUMO energy (spin up / spin down) is 2.54 / 2.48 eV. The frontier orbital gap (spin up / spin down) comes out at 2.53 / 9.34 eV. As for the multiplicity: 2.

The following is a DFT calculation (ωB97M-V with the def2-TZVPD basis set) of a cluster of 2 separate species, H5O2PSSi in total in a non-equilibrium geometry.

Element x y z (Å)
O -0.4073 1.1876 -1.2735
O -0.7364 1.1606 1.1561
Si 1.2392 -1.1476 -0.1928
P -0.7482 0.1584 -0.0351
S -2.4725 -0.6578 -0.2238
H -1.2050 1.3000 -1.7025
H 0.0835 1.2403 1.7180
H 2.3954 -0.6259 -0.9059
H 0.8009 -0.0551 2.4092
H 1.0505 -2.5606 -0.9498

Its calculated total energy is -32174.542 eV. The energy above the lowest of the compared OMol25 structures with the same formula, charge and spin is 100.8 kcal per mole. The LUMO energy (spin up / spin down) is -2.04 / -1.88 eV. The frontier orbital gap (spin up / spin down) comes out at 6.60 / 7.36 eV.

The following is a DFT calculation (ωB97M-V with the def2-TZVPD basis set) of a cluster of 12 separate species, C39H111N9O12 in total in a non-equilibrium geometry.

Element x y z (Å)
C 3.8071 -1.4997 2.3340
O 2.7071 -2.3914 2.2735
H 3.7069 -0.5749 2.9021
H 4.6894 -1.9517 2.7872
H 4.0980 -1.2425 1.3155
H 2.8622 -3.1161 1.6632
C 0.8075 0.9927 0.7996
O 0.2125 0.8275 -0.4232
H 0.3926 1.8570 1.3183
H 0.6923 0.0158 1.2690
H 1.8335 1.3587 0.8398
H -0.7386 0.7352 -0.3304
C 4.2550 0.3706 -2.4125
O 4.9659 -0.3215 -1.3587
H 3.5152 1.0724 -2.0274
H 5.0182 0.7722 -3.0790
H 3.7466 -0.3898 -3.0053
H 4.4235 -1.0415 -1.0286
C -4.7342 -2.1516 -4.3423
C -3.5916 -1.5556 -3.4430
C -2.5457 -2.5933 -3.1929
O -1.5460 -1.9167 -2.4552
C -0.2625 -2.4720 -2.4889
N -2.9769 -0.4592 -4.2140
H -5.3021 -2.8690 -3.7498
H -4.3263 -2.6521 -5.2205
H -5.4590 -1.4201 -4.6994
H -4.0935 -1.2825 -2.5147
H -2.1094 -2.9780 -4.1148
H -2.7963 -3.4366 -2.5494
H -0.2817 -3.5161 -2.1764
H 0.3960 -2.0368 -1.7372
H 0.2017 -2.3154 -3.4626
H -2.0768 -0.4240 -3.7573
H -2.5916 -0.8316 -5.0701
C -6.0063 1.7937 -0.1729
C -5.4534 0.9055 -1.3779
C -6.1936 0.9001 -2.6558
O -7.6656 0.7132 -2.5489
C -8.0794 -0.5690 -2.1287
N -4.1076 1.3594 -1.6499
H -6.1182 2.8625 -0.3552
H -5.2741 1.7786 0.6344
H -6.9072 1.4166 0.3110
H -5.4102 -0.1664 -1.1851
H -5.7789 0.2790 -3.4498
H -6.0924 1.9154 -3.0392
H -9.1565 -0.5363 -2.2925
H -7.8959 -0.6097 -1.0550
H -7.6949 -1.4309 -2.6740
H -3.6716 1.0581 -2.5097
H -4.2734 2.3502 -1.7547
C -2.9850 -0.9202 2.5439
C -2.5166 -1.6276 1.2604
C -3.5558 -2.5979 0.7006
O -3.2663 -3.9926 1.0369
C -3.4973 -4.9638 0.0276
N -2.2089 -0.5318 0.3663
H -2.2188 -0.2048 2.8426
H -2.8873 -1.6450 3.3521
H -3.9549 -0.4531 2.7146
H -1.5575 -2.1224 1.4129
H -3.4538 -2.5626 -0.3840
H -4.6197 -2.4463 0.8830
H -4.4386 -4.9449 -0.5216
H -3.3127 -5.9997 0.3121
H -2.7789 -4.7239 -0.7563
H -1.8214 -0.9019 -0.4898
H -3.0758 -0.1181 0.0541
C 4.5370 -8.2417 3.1370
C 4.0213 -7.5654 1.8678
C 3.4735 -6.1384 2.1107
O 2.4690 -6.2448 3.1323
C 1.8039 -5.0927 3.5235
N 4.9984 -7.5435 0.8742
H 4.9556 -9.2435 3.0410
H 3.7290 -8.2991 3.8663
H 5.3040 -7.5969 3.5659
H 3.1614 -8.1367 1.5183
H 3.0778 -5.7358 1.1783
H 4.1899 -5.4370 2.5386
H 2.5588 -4.3418 3.7571
H 1.1508 -5.2455 4.3827
H 1.1701 -4.6332 2.7651
H 5.8191 -7.1177 1.2807
H 5.1093 -8.5031 0.5794
C -2.2327 3.8027 2.5219
C -2.0771 5.2012 3.0802
C -0.6827 5.8661 2.7998
O 0.3667 5.0424 3.3771
C 1.6024 5.4644 2.7580
N -3.1884 6.0407 2.6921
H -2.0120 3.8435 1.4553
H -3.2342 3.4000 2.6731
H -1.4662 3.1148 2.8787
H -2.0921 4.9818 4.1478
H -0.7413 6.8802 3.1952
H -0.6692 6.0444 1.7246
H 2.3854 5.0389 3.3857
H 1.6737 6.5309 2.9717
H 1.5860 5.1186 1.7245
H -3.0712 5.9369 1.6943
H -3.0134 7.0064 2.9306
C -4.8321 5.8113 -2.7967
C -3.8804 6.3627 -1.8076
C -2.5333 5.6085 -1.7803
O -2.6850 4.3482 -1.0733
C -1.7054 3.3825 -1.2915
N -3.6151 7.8241 -2.1731
H -5.0687 4.8094 -2.4386
H -4.4511 5.7956 -3.8179
H -5.7488 6.3989 -2.7468
H -4.4409 6.3289 -0.8733
H -1.7371 6.2256 -1.3641
H -2.1129 5.4867 -2.7786
H -1.9813 2.4617 -0.7775
H -0.8237 3.6133 -0.6937
H -1.5257 3.1334 -2.3373
H -4.3881 8.3312 -2.5799
H -2.8060 7.9319 -2.7679
C 1.6301 3.3485 -3.8582
C 2.6759 3.0590 -4.9054
C 2.7712 4.2088 -6.0669
O 3.1545 5.4099 -5.3761
C 2.4307 6.6242 -5.6304
N 3.9315 2.9680 -4.3117
H 1.6510 2.6618 -3.0120
H 0.6405 3.1736 -4.2803
H 1.6211 4.3623 -3.4581
H 2.4309 2.1700 -5.4865
H 1.8145 4.3939 -6.5554
H 3.5176 3.9815 -6.8281
H 2.6757 7.4705 -4.9886
H 1.3800 6.4164 -5.4283
H 2.5200 6.8399 -6.6951
H 4.1231 3.8366 -3.8332
H 4.6199 2.8429 -5.0400
C 4.0354 0.3705 9.1525
C 2.6258 -0.0139 8.7889
C 2.1708 -0.2708 7.3459
O 0.7316 -0.4413 7.3941
C 0.0970 -0.9690 6.2104
N 2.2729 -1.2178 9.5756
H 4.2883 1.3023 8.6466
H 4.7074 -0.4589 8.9319
H 4.0884 0.6863 10.1944
H 1.9835 0.8044 9.1145
H 2.5955 -1.1845 6.9301
H 2.4669 0.5276 6.6655
H 0.5536 -0.5943 5.2943
H -0.9463 -0.7395 5.9940
H 0.1553 -2.0508 6.3300
H 2.0430 -0.9454 10.5206
H 1.4007 -1.5381 9.1798
C 6.3027 -3.3912 -0.8585
C 5.0003 -3.5080 -1.6224
C 4.7239 -4.9123 -2.2060
O 3.6619 -4.9911 -3.1311
C 3.9942 -4.7008 -4.5191
N 3.8985 -2.8738 -0.8894
H 7.0506 -4.0187 -1.3432
H 6.2423 -3.5576 0.2170
H 6.6338 -2.3530 -0.8825
H 5.1331 -2.8934 -2.5127
H 4.4261 -5.5360 -1.3632
H 5.6137 -5.4381 -2.5525
H 3.0701 -4.9550 -5.0383
H 4.6685 -5.5017 -4.8225
H 4.4505 -3.7242 -4.6810
H 3.9042 -3.4155 -0.0370
H 3.0710 -3.1403 -1.4036

Its calculated total energy is -80213.453 eV. The energy above the lowest of the compared OMol25 structures with the same formula, charge and spin is 148.4 kcal per mole. The LUMO energy is 0.39 eV. The frontier orbital gap comes out at 9.18 eV.

The following is a DFT calculation (ωB97M-V with the def2-TZVPD basis set) of a cluster of 2 separate species, C2H9N2 in total in a non-equilibrium geometry.

Element x y z (Å)
N -1.3728 0.6034 1.6072
H -1.4842 -0.1716 2.4388
H -2.3820 0.8263 1.4017
H -0.8406 0.1241 0.7711
H -0.9175 1.5168 1.7605
C 1.3425 0.7619 -0.8074
C 0.4711 -0.2047 -1.1948
N 0.0559 -1.2012 -0.2649
H 1.7254 0.9318 0.2255
H 1.7376 1.4517 -1.5880
H 0.2892 -0.4043 -2.2231
H -0.5253 -1.9794 -0.5418
H 0.7333 -1.4538 0.3727

Its total charge is +1. Its calculated total energy is -5192.510 eV. The energy above the lowest of the compared OMol25 structures with the same formula, charge and spin is 33.3 kcal per mole. The LUMO energy is -4.06 eV. The frontier orbital gap comes out at 8.85 eV.